DFT (wB97M-V/def2-TZVPD) results for 5 unconnected molecules or ions with the total composition C8H24ClO8 at a distorted geometry.

Results
HOMO level = -6.4 eV
Net charge = -1
Max |F| = 0.039 Eh/bohr

The geometry in XYZ format:
```
41
Properties=species:S:1:pos:R:3:forces:R:3:mulliken_charge:R:1
Cl -9.00712 5.66489 11.42979 -0.0082 0.0138 0.3185 -0.8990
C -6.53163 10.57708 12.34756 0.5309 -0.0737 -1.4799 -0.3243
C -7.66741 9.60494 12.55866 -0.1231 -0.3441 -0.6789 -0.4051
O -7.32344 8.40881 11.86318 0.4648 0.0053 0.6662 -0.4500
O -6.35393 10.88048 10.93261 -0.6350 0.0029 0.4794 -0.5299
H -5.58306 10.09512 12.60545 -0.2083 0.0694 0.6248 0.2445
H -6.65857 11.53483 12.85313 -0.0903 -0.1457 0.2305 0.2898
H -8.58599 9.92671 12.05161 -0.0748 0.6682 0.4984 0.3057
H -7.84998 9.47750 13.62803 -0.0338 -0.2144 -0.0032 0.3430
H -7.82587 7.65161 12.20522 -0.0703 0.0188 -0.3609 0.2327
H -6.95149 10.28105 10.46791 0.2588 -0.0239 -0.0915 0.3098
C -8.39605 2.87385 13.83237 0.2616 0.5776 0.2426 -0.0048
C -7.91179 1.72721 14.71427 -1.8895 0.5692 -0.4137 -0.6868
O -6.53055 1.54627 14.67339 0.3567 -0.3658 0.4406 -0.5167
O -7.90865 2.65564 12.51792 -0.1536 0.3275 0.3539 -0.5383
H -8.08673 3.85265 14.22269 0.4822 -0.1523 -0.0927 0.3788
H -9.49046 2.97338 13.86250 -0.0845 -0.5102 -0.0924 0.2186
H -8.54199 0.88740 14.38880 0.7122 -0.5198 -0.0666 0.2825
H -8.26268 1.91202 15.73356 0.4153 0.1266 0.1451 0.3249
H -6.30780 0.90786 13.99383 -0.0868 0.1605 -0.2116 0.3083
H -7.88339 3.54089 12.12297 -0.0962 -0.0760 -0.3405 0.2223
C -12.42220 6.76940 13.16154 -1.0231 0.1155 -0.2062 -0.5235
C -11.57867 6.84088 14.41005 0.9736 0.2188 0.4126 -0.2788
O -10.18295 7.10045 14.16327 -0.6492 0.1748 -0.1991 -0.3846
O -12.11545 5.71631 12.27439 0.2433 0.3032 0.5052 -0.3341
H -12.43822 7.74298 12.64843 0.5150 0.0015 -0.0375 0.2738
H -13.47989 6.64423 13.42547 0.1317 -0.2100 0.3091 0.3306
H -11.62668 5.94007 15.03493 -0.3104 -0.1404 -0.3178 0.2143
H -11.92314 7.67132 15.03725 -0.1298 -0.0246 -0.1212 0.3047
H -9.95337 6.76208 13.28135 0.2680 -0.2081 0.0995 0.1869
H -11.16072 5.78747 12.10194 0.1247 -0.3954 -0.5572 0.1896
C -10.79494 2.33610 10.78222 0.6130 -0.8243 -0.4876 0.2196
C -11.70770 1.46853 9.91163 0.4429 0.2526 0.9128 -0.6955
O -12.54789 2.29097 9.12405 0.2396 -0.3121 -0.2333 -0.5453
O -10.00471 3.07639 9.86660 -0.0937 0.3686 0.0271 -0.5310
H -10.11891 1.67211 11.34143 -0.2314 0.0535 0.2287 0.1089
H -11.34928 2.97025 11.47776 -0.1100 0.0893 -0.1326 0.2132
H -12.27986 0.80216 10.56319 -0.4111 0.2491 -0.1567 0.3651
H -11.06936 0.80865 9.30980 -0.0267 0.1707 -0.2181 0.2878
H -11.91466 2.90008 8.70970 -0.2826 0.0662 0.1269 0.3439
H -9.58415 3.82677 10.33304 -0.2121 -0.0626 -0.1226 0.1484
```
Forces are in eV/Å.